Entry 1:
{"formula": "C43H53N9O3PRbS", "method": "ωB97M-V with the def2-TZVPD basis set", "e_above_lowest_kj_mol": 62.0, "e_tot_ha": -3152.46059, "fmax_ev_per_a": 3.55, "total_charge": 0, "molar_mass_g_mol": 892.47, "spin_multiplicity": 1, "orbital_gap_ha": 0.2008, "lumo_energy_ev": -0.19, "elements": ["C", "H", "H", "H", "H", "H", "H", "H", "N", "H", "H", "H", "H", "H", "C", "C", "H", "C", "C", "O", "H", "C", "H", "C", "H", "C", "C", "C", "H", "H", "C", "Rb", "C", "H", "H", "C", "C", "H", "C", "H", "H", "H", "H", "C", "C", "H", "C", "H", "H", "O", "H", "N", "N", "C", "H", "H", "C", "H", "N", "H", "H", "C", "C", "S", "H", "C", "H", "H", "C", "N", "H", "H", "N", "N", "C", "C", "O", "H", "C", "C", "C", "C", "C", "H", "C", "H", "H", "H", "C", "P", "H", "H", "H", "C", "H", "C", "N", "H", "C", "H", "N", "C", "H", "C", "C", "C", "C", "C", "C", "H", "H"], "coordinates": [[3.152, 0.383, -0.305], [0.696, 1.409, -2.400], [-0.334, -6.083, 6.746], [-5.955, -0.397, -1.687], [-4.439, -2.154, -2.753], [2.084, -3.662, -3.338], [-1.455, -0.272, -5.622], [0.267, -7.501, -2.458], [0.941, -3.436, 1.363], [0.076, -6.864, -0.104], [-3.081, 4.014, -2.973], [-5.310, -1.993, -0.178], [-4.271, -0.906, 0.879], [1.517, -5.833, -4.137], [-2.802, 4.835, -0.940], [-2.453, 4.508, 0.371], [4.338, -0.877, 0.957], [1.987, 4.417, 2.642], [2.074, 5.674, 0.175], [-2.682, -0.067, -0.946], [1.067, -7.918, 3.157], [-1.280, -0.122, 3.339], [-2.801, 5.820, -1.398], [1.034, -5.757, 3.158], [3.846, 1.985, 1.742], [-4.329, -1.542, -0.016], [4.009, 2.195, -1.592], [0.717, -6.492, -2.197], [-3.245, -0.163, 6.005], [-0.301, -0.434, 3.083], [0.606, 4.405, -1.896], [0.015, -1.363, -0.614], [1.281, -5.655, -3.103], [0.014, -3.772, 5.753], [-2.388, 2.887, 1.734], [-2.549, 3.157, 0.723], [-3.935, -0.719, -1.225], [-0.244, 0.895, -6.317], [0.410, -7.113, 5.005], [2.627, -0.969, -5.407], [4.013, 3.267, -1.453], [3.093, 6.043, 3.370], [4.577, 3.202, 0.616], [1.313, 3.777, 1.548], [-1.648, -0.225, 4.680], [-4.165, 1.071, 2.060], [-0.385, -0.039, -5.781], [0.440, 2.132, 2.594], [0.113, 2.372, 0.826], [0.329, -1.581, -3.613], [0.168, 2.005, -3.999], [1.511, -4.017, -1.341], [0.781, 3.794, -0.729], [-2.657, 2.180, -0.300], [1.341, 6.101, -3.119], [3.239, 1.939, -2.308], [0.777, -4.624, 3.882], [-0.913, 1.076, -2.972], [-1.668, 0.496, 0.994], [-0.022, -0.852, -6.406], [-3.580, -2.287, 0.081], [1.618, -4.384, -2.592], [3.264, -0.538, 0.933], [1.056, -3.058, 3.061], [0.269, -8.124, 5.485], [0.128, 1.159, -3.284], [-2.261, 5.270, 1.150], [-0.958, -0.649, 5.380], [1.231, -4.672, 0.979], [-2.736, 0.829, 0.139], [-2.879, -2.521, -1.926], [3.409, 7.185, 1.155], [0.684, 2.576, 1.672], [-2.784, 2.479, -1.583], [1.335, 5.603, -2.106], [0.077, -5.981, 5.767], [2.419, 0.022, -1.267], [-5.096, 1.039, -0.932], [0.833, -7.003, 3.701], [-5.014, 0.199, -1.629], [0.262, -4.695, 5.172], [4.508, 2.100, 0.833], [-3.430, 0.835, 2.774], [1.683, -6.591, 1.377], [2.780, 6.260, 1.282], [3.069, 0.062, 1.870], [2.487, 0.884, -5.321], [-4.864, 0.944, 4.300], [-2.928, 3.787, -1.877], [0.569, -0.241, -4.226], [4.952, 1.882, -2.127], [1.919, 3.990, 3.659], [2.547, -1.352, 0.859], [1.130, -4.986, -0.456], [-4.881, 0.672, -2.595], [2.301, -0.038, -4.789], [3.899, 1.500, -0.357], [2.518, 7.151, -1.378], [2.110, 6.177, -1.111], [-2.878, -1.335, -3.155], [1.426, -5.736, 1.794], [-3.499, -1.738, -2.353], [5.551, 1.830, 1.049], [-3.860, 0.552, 4.047], [-2.929, 0.106, 5.011], [-2.147, 0.430, 2.340], [2.686, 5.604, 2.461], [1.436, 4.406, 0.266], [0.634, -6.178, -0.854], [-0.091, 3.945, -2.613], [2.883, -0.008, -3.839]], "forces_ev_per_angstrom": [[-1.394, -1.482, -0.720], [0.463, -0.195, 0.149], [-0.069, 0.020, 0.490], [0.433, 0.651, 0.204], [0.542, -0.132, -0.071], [-0.938, -0.570, 1.270], [0.454, 0.411, 0.091], [0.792, 1.343, -0.087], [0.735, -2.272, 0.183], [1.255, 1.129, -1.477], [0.105, -0.167, 1.337], [0.062, 0.004, 0.303], [-0.448, -0.263, -0.190], [-0.339, -0.423, -0.134], [0.642, -0.706, -1.698], [-1.103, -0.594, 0.345], [-1.147, 0.017, 0.171], [-1.402, -1.443, -0.859], [1.307, -0.474, 0.578], [0.166, 0.190, -0.641], [-0.094, 0.310, -0.113], [-0.588, 1.051, -0.005], [-0.091, 0.127, 0.607], [0.066, -1.123, -1.028], [0.864, 0.058, -1.079], [-0.251, 0.864, 0.174], [1.299, -0.090, -1.683], [-1.527, -3.147, -0.595], [-0.331, 0.359, 0.330], [0.811, -0.273, -0.568], [1.113, 0.153, 1.180], [-0.246, 0.125, -0.139], [0.518, 1.356, 0.599], [0.239, -0.899, -0.738], [0.050, -0.430, 0.653], [0.881, 1.069, -1.157], [1.884, -1.570, -0.648], [-0.022, 0.157, 0.164], [-0.871, -0.714, 1.851], [-0.626, 1.697, 1.045], [0.018, 0.270, 0.125], [0.273, -0.028, -0.244], [-0.298, -0.936, 0.369], [1.711, 0.192, 2.614], [0.098, 0.045, -2.045], [-0.629, 0.792, -0.918], [-0.285, -0.878, 0.384], [0.234, 0.956, -1.664], [0.288, -0.440, 1.284], [0.002, 0.073, 0.233], [0.034, -0.202, 0.425], [0.419, -0.811, 0.988], [-1.178, 0.038, -1.136], [-0.435, -0.111, 0.634], [-0.219, -0.616, 1.207], [-0.469, -0.093, 0.324], [-0.256, 1.289, -0.116], [-0.246, -0.095, -0.001], [-0.604, -0.094, 2.844], [0.099, -0.052, -0.229], [0.529, -0.954, 0.395], [0.997, 0.635, -1.975], [0.795, 1.682, 0.260], [0.113, -0.331, -0.410], [0.217, 1.187, -0.734], [-0.604, 1.495, -0.043], [-0.107, -0.503, -0.618], [0.228, -0.111, 0.418], [-1.432, 2.871, 0.974], [0.265, 0.784, -0.386], [-0.174, -0.274, 0.223], [-0.973, -1.039, 0.093], [-0.609, -0.240, -0.393], [-0.494, 0.767, -0.124], [0.034, 0.454, -1.638], [0.690, 0.866, -1.861], [1.325, 0.598, 1.304], [-0.280, -0.362, 0.178], [0.287, -0.741, 0.469], [-1.382, 0.586, -0.517], [-0.315, -0.702, 1.089], [-0.496, 1.509, 0.345], [0.537, -1.406, 0.111], [0.212, -0.846, -0.316], [0.113, 0.611, -1.306], [0.192, -0.781, -0.890], [-0.060, 0.191, -0.319], [0.565, -0.811, 0.178], [0.336, 0.268, -0.144], [0.377, -0.789, -1.568], [-0.541, 0.506, 0.557], [-0.025, 0.165, -0.721], [0.302, -0.064, -0.066], [0.406, 1.907, -0.432], [0.323, -0.088, -0.318], [0.423, -1.671, 0.533], [-0.206, -0.445, 1.164], [0.438, -0.243, 0.397], [-1.372, 0.777, -1.782], [-0.363, 0.508, -0.012], [0.253, 1.374, 0.982], [-0.926, 0.669, 0.438], [-0.311, -0.548, -0.121], [0.630, 1.183, 1.059], [-1.871, -0.278, 0.775], [1.381, -0.748, -1.397], [0.143, 0.406, 1.316], [-0.393, 0.183, 0.816], [-1.359, -1.742, 1.210], [0.592, 0.275, 0.269], [-0.159, -0.164, -0.635]], "lowdin_charge": [-0.47, 0.03, 0.09, 0.10, 0.09, 0.13, 0.06, 0.13, -0.28, 0.16, 0.11, 0.09, 0.08, 0.11, -0.10, -0.07, 0.11, -0.04, -0.18, -0.18, 0.12, -0.08, 0.09, -0.25, 0.10, -0.01, -0.05, -0.08, 0.08, 0.04, -0.12, 0.76, -0.04, 0.12, 0.08, -0.01, -0.60, 0.05, -0.09, 0.09, 0.08, 0.10, 0.10, -0.26, -0.13, 0.08, -0.17, 0.13, 0.07, -0.44, 0.07, 0.10, 0.13, -0.27, 0.11, 0.07, -0.46, 0.05, -0.05, 0.04, 0.07, -0.14, 0.01, 0.96, 0.12, -0.20, 0.12, 0.09, -0.36, -0.16, 0.06, 0.12, 0.14, 0.12, -0.06, -0.07, -0.13, 0.09, -0.04, -0.04, -0.07, -0.04, -0.10, 0.12, -0.07, 0.09, 0.04, 0.11, -0.16, 0.50, 0.11, 0.11, 0.02, -0.24, 0.08, -0.17, -0.14, 0.12, -0.04, 0.07, 0.12, 0.00, 0.09, -0.10, -0.15, -0.29, -0.14, -0.19, -0.04, 0.09, 0.03]}

=====

Entry 2:
{"formula": "C43H54Cl3Ge2N2OPRhS", "method": "ωB97M-V with the def2-TZVPD basis set", "s_squared": 0.86, "e_above_lowest_kj_mol": 297.3, "e_tot_ha": -8239.59360, "fmax_ev_per_a": 4.40, "total_charge": 2, "molar_mass_g_mol": 1032.44, "spin_multiplicity": 2, "orbital_gap_ha": [0.1603, 0.1719], "lumo_energy_ev": [-8.17, -7.85], "elements": ["H", "H", "H", "H", "H", "H", "C", "C", "Cl", "C", "C", "C", "H", "C", "H", "H", "H", "C", "H", "C", "Ge", "C", "P", "C", "H", "H", "H", "C", "H", "H", "C", "C", "C", "C", "H", "H", "H", "C", "H", "H", "C", "C", "H", "C", "Cl", "C", "C", "C", "H", "C", "H", "H", "C", "H", "H", "C", "C", "C", "H", "S", "H", "C", "H", "C", "Cl", "C", "H", "N", "H", "H", "H", "H", "C", "H", "Ge", "N", "H", "C", "C", "H", "H", "H", "H", "H", "C", "H", "C", "C", "H", "C", "O", "H", "H", "H", "H", "H", "H", "C", "C", "Rh", "H", "C", "C", "H", "C", "H", "C", "H"], "coordinates": [[-3.703, 4.178, 3.059], [2.972, 2.339, -2.589], [3.499, -7.080, 2.297], [-5.683, 0.813, 2.236], [0.856, -3.846, 3.195], [-4.403, 1.134, -1.302], [0.188, -1.347, 3.234], [2.655, -4.032, -1.015], [2.055, 2.259, -5.011], [0.207, -0.930, 5.590], [1.560, -3.893, 1.173], [4.090, 5.533, -5.979], [-3.251, -0.773, 3.210], [4.823, 1.610, 0.903], [-4.878, -1.036, 3.857], [-5.111, -1.634, -1.117], [-0.140, 1.864, -2.277], [-1.948, -3.534, 2.159], [-2.836, -3.252, -4.610], [-4.843, 0.142, 2.055], [-0.819, -1.960, 1.566], [4.425, 0.293, -0.944], [-3.613, 1.000, 0.965], [1.130, -2.247, -0.547], [-4.007, -2.096, 0.187], [-5.213, -0.721, 1.499], [-4.672, 3.827, 1.636], [0.189, 2.059, -1.275], [4.542, 5.649, -2.634], [-1.056, -0.974, -2.562], [2.970, -6.196, 1.980], [-4.146, 3.375, 2.472], [-4.605, 1.750, -0.420], [-1.805, -4.199, -1.518], [-2.647, -0.159, -2.542], [0.324, 1.632, 1.857], [1.943, 3.638, 0.877], [0.469, 1.972, 0.850], [-1.295, -4.372, 2.392], [-6.550, 2.295, -1.122], [3.065, 3.415, -2.379], [1.299, -0.095, 5.427], [3.882, -1.624, -0.030], [2.460, -4.552, 0.278], [4.473, 6.393, -7.413], [-4.431, -2.408, -0.770], [1.694, 3.934, -1.894], [1.299, -0.536, 3.072], [1.726, 0.397, 6.286], [3.015, 3.689, -4.900], [-5.003, -3.317, -0.620], [-2.319, 2.983, 1.384], [-3.046, 2.436, 1.992], [3.778, -6.221, 0.004], [-2.605, -3.820, 1.343], [4.207, 5.303, -3.599], [4.167, -0.594, 0.055], [3.446, 4.141, -3.652], [-2.571, -3.311, 3.019], [4.384, 0.091, 1.614], [1.038, 4.073, -2.756], [1.266, 2.974, 0.380], [1.862, 4.896, -1.403], [-4.227, -0.311, 3.374], [5.221, 2.948, 1.875], [-6.113, 1.857, -0.227], [-1.186, -2.232, 4.625], [1.072, 3.024, -0.968], [-4.166, 2.734, -0.609], [-6.371, 2.492, 0.616], [1.732, -0.401, 2.091], [-2.506, 2.013, 2.845], [4.813, 1.568, -0.470], [3.366, -4.516, -1.669], [-2.957, -2.683, -2.081], [-0.200, 1.405, -0.196], [1.993, -5.922, 3.871], [3.137, -5.711, 0.709], [5.105, 2.772, -1.322], [2.148, -2.505, -2.420], [-2.444, -5.048, -1.292], [0.629, -1.336, -0.865], [4.363, 0.044, -1.989], [-6.561, 0.877, -0.085], [3.332, 4.369, -6.060], [-4.100, 0.525, 4.058], [1.845, 0.105, 4.171], [4.535, 6.000, -4.744], [5.125, 6.900, -4.687], [-3.648, -3.108, -3.904], [3.987, 3.648, -1.340], [-1.201, -3.983, -0.643], [-4.211, -4.035, -3.845], [2.694, 0.758, 4.035], [-0.223, -1.087, 6.568], [-4.862, 2.859, 3.104], [5.379, 2.467, -2.336], [1.448, -4.401, 2.479], [0.844, -2.775, 0.693], [-1.782, -0.262, 0.040], [5.928, 3.346, -0.890], [1.996, -2.899, -1.427], [-0.344, -1.571, 4.492], [-1.139, -4.486, -2.325], [-2.017, -0.905, -2.052], [-4.303, -2.331, -4.280], [2.116, -5.537, 2.871], [2.994, 4.002, -7.017]], "forces_ev_per_angstrom": [[0.043, 0.004, 0.007], [0.032, 0.129, 0.109], [0.044, -0.133, 0.019], [0.028, 0.045, -0.162], [-0.092, -0.155, 0.071], [0.010, 0.112, -0.023], [-1.657, 0.428, -1.371], [-0.175, 0.452, -0.411], [-0.317, -0.399, -0.091], [-0.001, -0.392, 0.102], [0.203, -0.480, -0.160], [-0.085, -0.253, 0.480], [0.015, -0.078, 0.137], [-0.132, -0.632, -0.428], [0.016, -0.045, 0.039], [-0.094, 0.136, -0.056], [-0.046, 0.005, -0.237], [-0.468, 0.957, -0.714], [0.146, 0.015, -0.009], [0.501, -0.142, -0.313], [2.519, -2.551, 2.543], [-0.107, -0.340, 0.205], [-1.261, 0.189, 0.601], [-0.489, -0.325, 0.140], [-0.018, -0.067, 0.111], [-0.088, 0.081, -0.055], [-0.095, 0.076, -0.040], [0.058, 0.116, -0.437], [0.088, 0.061, 0.081], [0.335, 0.423, 0.462], [0.092, -0.011, -0.556], [-0.106, -0.200, -0.126], [0.622, -0.300, -0.190], [-0.276, 0.623, -0.112], [0.083, 0.317, 0.318], [0.092, -0.017, 0.194], [0.170, 0.135, 0.125], [0.260, 0.274, 0.434], [0.307, 0.189, -0.103], [0.000, 0.025, -0.024], [-0.209, 0.042, -0.065], [0.018, 0.159, 0.103], [-0.038, -0.211, -0.040], [-0.252, 0.220, 0.332], [0.050, 0.079, -0.158], [0.491, 0.016, -0.413], [0.831, 0.167, -0.663], [0.011, 0.238, -0.073], [0.034, 0.117, 0.092], [0.383, 0.573, 0.299], [-0.033, -0.149, 0.051], [0.047, -0.083, 0.048], [0.538, -0.449, -0.302], [0.145, 0.000, -0.004], [-0.088, -0.170, -0.045], [-0.126, -0.191, 0.026], [-0.009, 0.084, 0.163], [-0.036, -0.200, -0.047], [0.007, 0.166, 0.107], [0.291, 0.471, -0.548], [-0.016, -0.009, 0.149], [-0.129, -0.221, 0.391], [-0.151, -0.079, -0.051], [0.087, 0.030, -0.094], [0.013, 0.225, 0.179], [0.050, -0.067, 0.126], [-0.217, 0.013, 0.032], [-0.633, -0.573, 0.256], [0.057, -0.088, -0.018], [-0.066, 0.017, 0.076], [0.002, 0.094, -0.083], [0.073, 0.020, -0.070], [0.063, 0.551, 0.563], [-0.054, -0.142, -0.130], [-0.403, -0.868, 0.379], [-0.808, -1.085, -0.228], [0.018, 0.054, 0.126], [0.034, -0.177, 0.288], [0.244, -0.285, 0.194], [0.140, 0.056, -0.117], [-0.145, -0.074, 0.002], [0.020, -0.022, -0.154], [0.018, -0.081, -0.205], [-0.098, -0.038, 0.041], [0.098, 0.185, -0.115], [0.090, 0.044, 0.066], [0.227, -0.151, -0.100], [-0.080, -0.011, -0.374], [0.054, 0.088, -0.037], [0.314, 0.512, 0.496], [-0.466, 0.320, 0.054], [0.077, 0.024, 0.074], [-0.046, -0.116, 0.184], [0.140, 0.023, 0.066], [0.054, -0.043, 0.120], [-0.124, 0.006, 0.069], [0.029, 0.072, 0.026], [-0.098, -0.282, 0.481], [-1.303, 1.653, -0.938], [1.055, 1.062, -1.720], [-0.048, -0.072, -0.117], [0.685, -0.260, -0.121], [-0.264, 0.296, 0.289], [0.104, 0.010, -0.134], [-0.431, -0.394, 0.730], [-0.108, 0.131, -0.042], [-0.253, 0.506, 0.042], [-0.019, -0.009, -0.079]], "lowdin_charge": [0.09, 0.12, 0.11, 0.08, 0.09, 0.06, -0.32, -0.01, 0.73, -0.06, -0.17, -0.66, 0.04, -0.96, 0.09, 0.02, 0.13, -0.18, 0.03, -0.37, 1.00, -0.13, 0.94, -0.17, -0.04, 0.07, 0.07, -0.13, 0.13, 0.01, -0.05, -0.11, -0.36, -0.19, 0.01, 0.10, 0.14, -0.13, 0.03, 0.09, -0.32, -0.05, 0.05, -0.16, 0.73, -0.22, -0.04, -0.16, 0.12, -0.60, 0.03, 0.07, -0.38, 0.12, 0.00, 0.00, -0.39, -0.20, 0.02, 1.03, 0.14, 0.00, 0.16, -0.13, 0.70, -0.12, 0.10, -0.04, 0.09, 0.07, 0.05, 0.08, -0.31, 0.12, 0.81, -0.02, 0.11, -0.01, -0.14, 0.11, 0.03, 0.05, 0.12, 0.07, -0.11, 0.08, -0.07, -0.07, 0.11, -0.18, -0.11, -0.03, 0.03, 0.09, 0.11, 0.07, 0.14, -0.04, -0.25, 0.60, 0.13, -0.09, -0.12, 0.03, -0.22, 0.02, -0.05, 0.11]}